[1]
Computed, not measured: C26H56N10 in the gas phase, with the ωB97M-V functional and the def2-TZVPD basis.

Its energy above the lowest of the compared OMol25 structures with the same formula, charge and spin is 0.237 eV. The electronic energy comes out at -42774.7461 eV. Its molar mass is 508.80 g/mol. The calculation puts the gap between HOMO and LUMO at 8.5 eV. The value obtained for the LUMO energy is 0.023 hartree. The HOMO energy comes out at -0.290 Eh.

```
! wB97M-V def2-TZVPD RIJCOSX def2/J DEFGRID3
* xyz 0 1
C -7.07 -1.33 2.46
C -6.42 -2.61 1.95
C -5.04 -2.38 1.34
C -5.08 -1.57 0.05
H -5.82 -2.03 -0.61
C -3.73 -1.51 -0.68
C -2.75 -0.58 0.05
N -1.46 -0.70 -0.57
C -0.46 -0.02 -0.16
N 0.78 -0.16 -0.73
C 1.22 -1.11 -1.64
N 2.49 -1.18 -1.79
C 3.06 -2.05 -2.78
C 3.21 -3.52 -2.37
H 2.25 -3.90 -2.00
H 3.48 -4.09 -3.26
C 4.28 -3.75 -1.30
H 5.19 -3.21 -1.58
C 3.82 -3.28 0.08
H 2.98 -3.90 0.41
C 4.94 -3.35 1.12
H 5.36 -4.36 1.15
H 5.73 -2.66 0.83
C 4.45 -2.97 2.53
N 3.89 -1.65 2.53
C 2.65 -1.42 2.42
N 1.62 -2.34 2.43
H 1.82 -3.24 2.82
H 0.68 -2.00 2.55
N 2.21 -0.12 2.26
C 2.94 0.90 1.65
N 2.24 1.76 1.01
C 2.86 2.88 0.35
H 3.36 3.54 1.07
C 1.78 3.68 -0.40
C 0.82 4.31 0.62
C -0.58 4.55 0.05
C -1.53 5.11 1.10
C -2.93 5.32 0.55
H -3.35 4.38 0.18
H -2.92 6.02 -0.28
H -3.60 5.70 1.32
H -1.58 4.41 1.95
H -1.14 6.06 1.48
H -0.98 3.61 -0.34
H -0.53 5.25 -0.79
H 1.24 5.25 0.97
H 0.74 3.64 1.48
C 2.40 4.73 -1.32
C 2.98 4.15 -2.60
H 3.38 4.94 -3.23
H 2.21 3.62 -3.16
H 3.78 3.45 -2.39
H 1.62 5.46 -1.59
H 3.18 5.27 -0.78
H 1.22 2.96 -1.01
H 3.62 2.54 -0.37
N 4.27 0.87 1.85
H 4.84 1.39 1.20
H 4.60 -0.05 2.16
H 1.21 0.00 2.12
H 5.31 -2.95 3.21
H 3.76 -3.75 2.88
H 3.46 -2.25 -0.01
H 4.53 -4.81 -1.26
H 4.06 -1.64 -3.00
H 2.48 -2.01 -3.72
N 0.24 -1.76 -2.32
H 0.47 -2.63 -2.76
H -0.68 -1.66 -1.90
H 1.52 0.42 -0.34
N -0.46 0.85 0.92
H -1.35 1.29 1.11
H 0.35 1.47 0.96
H -2.70 -0.85 1.11
H -3.13 0.45 -0.02
C -3.90 -1.03 -2.13
C -4.43 -2.11 -3.06
H -3.76 -2.97 -3.07
H -5.42 -2.46 -2.75
H -4.51 -1.73 -4.08
H -2.93 -0.70 -2.49
H -4.58 -0.17 -2.14
H -3.29 -2.51 -0.70
H -5.41 -0.55 0.26
H -4.58 -3.36 1.13
H -4.41 -1.88 2.08
H -7.07 -3.08 1.21
H -6.32 -3.31 2.78
H -8.01 -1.56 2.96
H -7.28 -0.65 1.64
H -6.42 -0.83 3.18
*
```



[2]
Computed, not measured: C26H56N13O24PS as an isolated structure, with the ωB97M-V functional and the def2-TZVPD basis.

The electronic energy comes out at -116474.6971 eV. Its molar mass is 997.84 g/mol. The calculation puts the gap between HOMO and LUMO at 7.4 eV. The value obtained for the LUMO energy is -0.031 hartree. The HOMO energy comes out at -0.303 Eh.

```
! wB97M-V def2-TZVPD RIJCOSX def2/J DEFGRID3
* xyz 0 1
C 2.31 -0.96 2.21
C 1.34 -0.14 1.30
C 2.12 0.64 0.25
C 2.20 2.10 0.26
P 1.20 2.87 1.60
C 1.21 4.70 1.60
C -0.54 2.55 1.01
C -1.44 1.81 2.02
C 2.99 2.72 -0.69
C 3.24 4.21 -0.71
C 4.28 4.56 0.38
C 5.64 3.88 0.09
C 5.84 2.58 0.90
O 6.35 1.53 0.07
C 3.66 1.93 -1.67
N 4.44 2.38 -2.66
S 4.94 1.12 -3.49
N 4.25 -0.12 -2.66
C 3.57 0.50 -1.69
C 2.77 -0.11 -0.68
O 2.65 -1.49 -0.71
H 2.20 -0.69 3.26
H 3.35 -0.76 1.93
H 2.13 -2.02 2.08
H 0.67 -0.84 0.81
H 0.79 0.52 1.96
H 0.88 5.17 0.68
H 2.15 5.13 1.93
H 0.47 4.98 2.36
H -0.52 2.04 0.05
H -0.99 3.53 0.82
H -2.45 2.20 2.03
H -1.00 1.84 3.02
H -1.45 0.76 1.74
H 3.70 4.44 -1.68
H 2.33 4.80 -0.66
H 4.39 5.64 0.50
H 3.93 4.13 1.31
H 6.41 4.57 0.43
H 5.78 3.68 -0.97
H 6.48 2.74 1.77
H 4.88 2.25 1.29
H 5.76 0.78 0.16
H 3.37 -1.85 -0.18
C -3.17 -2.49 2.00
N -3.67 -1.21 2.58
O -2.88 -0.54 3.22
O -4.82 -0.92 2.37
H -2.13 -2.60 2.27
H -3.78 -3.29 2.41
H -3.30 -2.43 0.92
C 9.38 1.54 -1.41
N 10.20 1.91 -2.60
O 10.39 1.06 -3.45
O 10.63 3.04 -2.64
H 9.07 0.51 -1.52
H 10.00 1.68 -0.53
H 8.52 2.20 -1.39
C 1.44 -0.53 -4.12
N 0.50 -0.50 -5.27
O 0.95 -0.43 -6.39
O -0.69 -0.56 -5.00
H 2.46 -0.49 -4.50
H 1.22 0.33 -3.49
H 1.27 -1.45 -3.58
C -5.39 0.10 5.43
N -5.71 -0.97 6.42
O -4.78 -1.60 6.88
O -6.88 -1.13 6.69
H -4.32 0.12 5.28
H -5.90 -0.15 4.50
H -5.76 1.04 5.83
C 0.52 -5.40 2.34
N -0.37 -4.45 1.64
O -0.02 -3.29 1.57
O -1.41 -4.89 1.19
H 1.39 -4.86 2.70
H -0.04 -5.83 3.17
H 0.80 -6.17 1.62
C 3.92 4.13 5.76
N 4.24 3.76 4.35
O 4.12 4.62 3.50
O 4.59 2.62 4.15
H 3.62 5.17 5.78
H 3.11 3.48 6.09
H 4.81 3.97 6.35
C -0.37 -1.55 5.19
N -0.12 -3.02 5.18
O -0.74 -3.69 4.37
O 0.68 -3.46 5.97
H -1.10 -1.31 4.43
H -0.73 -1.30 6.19
H 0.59 -1.07 4.99
C -3.47 -1.73 -6.75
N -4.78 -2.05 -6.12
O -4.92 -1.83 -4.93
O -5.64 -2.51 -6.84
H -2.80 -1.33 -5.99
H -3.08 -2.66 -7.16
H -3.65 -1.01 -7.53
C -7.22 -1.45 -0.90
N -6.15 -2.41 -0.50
O -5.22 -2.58 -1.27
O -6.26 -2.94 0.58
H -6.98 -1.06 -1.88
H -8.15 -2.01 -0.92
H -7.25 -0.67 -0.15
C -3.11 -0.23 -2.95
N -3.22 0.27 -1.55
O -4.33 0.53 -1.12
O -2.18 0.39 -0.93
H -4.10 -0.30 -3.38
H -2.48 0.46 -3.49
H -2.64 -1.21 -2.90
C -8.04 -4.39 -7.11
N -8.89 -5.34 -7.90
O -8.52 -6.49 -7.98
O -9.89 -4.88 -8.40
H -7.19 -4.94 -6.72
H -7.73 -3.60 -7.78
H -8.66 -4.00 -6.31
*
```



[3]
Computed, not measured: C26H57AsF5N10STi as an isolated structure, with the ωB97M-V functional and the def2-TZVPD basis.

Its energy above the lowest of the compared OMol25 structures with the same formula, charge and spin is 1.484 eV. The electronic energy comes out at -151158.8235 eV. Its molar mass is 759.66 g/mol. The calculation puts the gap between HOMO and LUMO (alpha / beta) at 6.1 / 8.8 eV. The value obtained for the LUMO energy (alpha / beta) is -0.065 / -0.066 hartree. The HOMO energy (alpha / beta) comes out at -0.289 / -0.388 Eh.

```
! wB97M-V def2-TZVPD RIJCOSX def2/J DEFGRID3
* xyz 1 3
Ti 1.23 1.25 -0.44
C 3.73 -2.95 -1.60
N 3.82 -1.78 -0.74
C 4.99 -1.69 0.13
C 2.85 -0.85 -0.64
N 2.52 -0.13 0.36
C 2.74 -0.37 1.78
C 1.98 0.76 2.53
N 0.84 1.37 1.77
C -0.50 0.93 2.25
C -1.05 -0.37 1.67
N -0.22 -1.54 1.79
C -0.65 -2.57 2.43
N -1.79 -2.58 3.24
C -2.67 -3.73 3.31
C -1.90 -1.66 4.36
N -0.03 -3.78 2.28
C 0.16 -4.67 3.42
C 0.88 -4.00 1.17
C 0.90 2.86 1.87
C -0.11 3.54 0.94
N -0.20 2.86 -0.38
C -0.90 3.46 -1.29
N -0.86 3.06 -2.60
C -1.95 3.36 -3.52
C 0.11 2.11 -3.12
N -1.69 4.56 -1.01
C -2.83 4.41 -0.12
C -1.64 5.77 -1.82
N 2.06 -0.46 -1.81
C 2.74 -0.44 -3.11
C 0.73 -1.15 -1.83
H 4.52 -2.94 -2.35
H 2.77 -2.98 -2.11
H 3.82 -3.86 -1.01
H 5.85 -2.10 -0.40
H 4.87 -2.25 1.06
H 5.19 -0.65 0.36
H 3.79 -0.33 2.06
H 2.34 -1.34 2.04
H 2.68 1.57 2.73
H 1.62 0.39 3.49
H -1.22 1.68 1.92
H -0.50 0.96 3.35
H -1.20 -0.16 0.61
H -2.06 -0.50 2.07
H -2.54 -4.35 2.43
H -3.70 -3.40 3.35
H -2.48 -4.35 4.20
H -1.13 -0.89 4.29
H -1.76 -2.18 5.31
H -2.88 -1.17 4.38
H -0.27 -5.66 3.24
H -0.31 -4.24 4.30
H 1.22 -4.79 3.63
H 0.69 -3.27 0.39
H 0.74 -5.01 0.77
H 1.93 -3.91 1.48
H 1.91 3.17 1.59
H 0.72 3.19 2.90
H 0.20 4.58 0.79
H -1.09 3.57 1.43
H -1.63 4.04 -4.32
H -2.78 3.81 -2.99
H -2.30 2.43 -3.97
H 0.86 2.59 -3.74
H -0.41 1.33 -3.68
H 0.62 1.61 -2.31
H -2.90 3.38 0.22
H -3.76 4.64 -0.66
H -2.77 5.07 0.75
H -0.81 5.71 -2.52
H -1.48 6.64 -1.18
H -2.57 5.92 -2.38
H 3.76 -0.07 -2.97
H 2.22 0.26 -3.76
H 2.77 -1.41 -3.59
H 0.83 -2.24 -1.84
H 0.17 -0.83 -2.70
H 0.16 -0.88 -0.94
F 3.03 2.60 -2.40
C 2.79 2.64 -0.98
F 2.53 4.02 -0.77
C 4.24 2.54 -0.46
F 5.02 3.57 -0.77
F 4.84 1.42 -0.93
F 4.25 2.42 0.89
C -3.89 -1.91 -3.30
As -3.57 -1.29 -1.51
C -5.28 -1.32 -0.66
C -2.58 -2.71 -0.68
S -2.61 0.56 -1.42
H -4.43 -2.85 -3.28
H -2.92 -2.03 -3.79
H -4.46 -1.15 -3.82
H -5.77 -2.28 -0.84
H -5.87 -0.51 -1.07
H -5.13 -1.17 0.41
H -3.20 -3.60 -0.62
H -2.27 -2.39 0.31
H -1.70 -2.92 -1.29
*
```



[4]
Computed, not measured: a 2-piece molecular cluster, C26H57BrIO5P2S overall, with the ωB97M-V functional and the def2-TZVPD basis.

The electronic energy comes out at -145662.8275 eV. Its molar mass is 750.56 g/mol. The calculation puts the gap between HOMO and LUMO at 8.1 eV. The value obtained for the LUMO energy is -0.078 hartree. The HOMO energy comes out at -0.376 Eh.

```
! wB97M-V def2-TZVPD RIJCOSX def2/J DEFGRID3
* xyz 1 1
C -3.50 2.40 4.88
C -4.15 1.60 3.80
P -4.14 2.15 1.93
I -5.37 4.26 2.45
C -5.54 1.50 0.79
C -6.73 0.69 1.56
C -7.93 1.62 2.18
C -8.66 2.62 1.11
S -9.25 4.26 1.81
O -8.48 5.41 1.08
O -10.76 4.40 1.39
O -9.22 4.36 3.51
C -3.20 0.50 1.56
O -2.10 0.35 2.53
O -1.78 -0.92 2.55
C -2.67 3.25 1.40
C -2.56 3.54 -0.21
C -1.84 5.04 -0.36
Br -1.28 2.26 -1.16
H -4.09 2.58 5.88
H -2.43 2.81 4.66
H -4.68 0.55 4.04
H -5.02 0.75 0.02
H -5.90 2.41 0.14
H -6.21 0.15 2.50
H -7.17 -0.22 0.92
H -8.77 0.87 2.56
H -7.50 2.15 3.14
H -8.03 2.87 0.15
H -9.62 2.04 0.72
H -8.38 3.99 3.91
H -4.00 -0.36 1.76
H -2.89 0.38 0.44
H -1.14 -1.00 3.32
H -2.84 4.31 1.91
H -1.66 2.82 1.83
H -3.59 3.56 -0.78
H -1.24 5.10 -1.39
H -1.02 5.13 0.49
H -2.63 5.91 -0.28
C 3.54 -2.54 -5.42
C 2.46 -2.40 -4.37
C 2.44 -1.03 -3.70
C 3.54 -0.80 -2.66
P 3.36 -1.52 -1.05
C 1.69 -1.10 -0.47
C 1.19 0.35 -0.48
C 1.75 1.30 0.57
C 1.70 0.78 2.00
C 4.45 -0.73 0.11
C 5.96 -0.80 0.02
C 6.62 -2.13 0.35
C 6.09 -2.81 1.60
C 3.32 -3.29 -0.97
C 4.46 -4.26 -1.28
C 5.32 -3.99 -2.51
C 5.08 -4.99 -3.63
H 4.53 -2.34 -5.02
H 3.53 -3.55 -5.84
H 3.36 -1.83 -6.25
H 2.56 -3.19 -3.63
H 1.48 -2.57 -4.85
H 1.46 -0.89 -3.23
H 2.52 -0.26 -4.47
H 3.57 0.29 -2.49
H 4.52 -1.02 -3.08
H 1.55 -1.54 0.52
H 1.02 -1.67 -1.13
H 0.10 0.31 -0.36
H 1.37 0.79 -1.47
H 1.16 2.23 0.53
H 2.76 1.60 0.32
H 0.67 0.69 2.35
H 2.23 1.48 2.67
H 2.19 -0.19 2.11
H 4.13 -0.97 1.13
H 4.25 0.34 0.00
H 6.37 -0.05 0.71
H 6.28 -0.49 -0.99
H 7.70 -1.97 0.46
H 6.52 -2.79 -0.50
H 6.36 -2.25 2.50
H 6.53 -3.81 1.69
H 5.01 -2.94 1.59
H 2.46 -3.61 -1.57
H 3.02 -3.52 0.06
H 4.02 -5.27 -1.35
H 5.11 -4.33 -0.40
H 6.37 -4.08 -2.24
H 5.18 -2.98 -2.87
H 5.42 -5.99 -3.34
H 5.64 -4.69 -4.52
H 4.02 -5.06 -3.89
*
```



- The highest electronic energy belongs to which entry?
  C26H56N10



What did the third record say?
Computed, not measured: C26H57AsF5N10STi as an isolated structure, with the ωB97M-V functional and the def2-TZVPD basis.

Its energy above the lowest of the compared OMol25 structures with the same formula, charge and spin is 1.484 eV. The electronic energy comes out at -151158.8235 eV. Its molar mass is 759.66 g/mol. The calculation puts the gap between HOMO and LUMO (alpha / beta) at 6.1 / 8.8 eV. The value obtained for the LUMO energy (alpha / beta) is -0.065 / -0.066 hartree. The HOMO energy (alpha / beta) comes out at -0.289 / -0.388 Eh.

```
! wB97M-V def2-TZVPD RIJCOSX def2/J DEFGRID3
* xyz 1 3
Ti 1.23 1.25 -0.44
C 3.73 -2.95 -1.60
N 3.82 -1.78 -0.74
C 4.99 -1.69 0.13
C 2.85 -0.85 -0.64
N 2.52 -0.13 0.36
C 2.74 -0.37 1.78
C 1.98 0.76 2.53
N 0.84 1.37 1.77
C -0.50 0.93 2.25
C -1.05 -0.37 1.67
N -0.22 -1.54 1.79
C -0.65 -2.57 2.43
N -1.79 -2.58 3.24
C -2.67 -3.73 3.31
C -1.90 -1.66 4.36
N -0.03 -3.78 2.28
C 0.16 -4.67 3.42
C 0.88 -4.00 1.17
C 0.90 2.86 1.87
C -0.11 3.54 0.94
N -0.20 2.86 -0.38
C -0.90 3.46 -1.29
N -0.86 3.06 -2.60
C -1.95 3.36 -3.52
C 0.11 2.11 -3.12
N -1.69 4.56 -1.01
C -2.83 4.41 -0.12
C -1.64 5.77 -1.82
N 2.06 -0.46 -1.81
C 2.74 -0.44 -3.11
C 0.73 -1.15 -1.83
H 4.52 -2.94 -2.35
H 2.77 -2.98 -2.11
H 3.82 -3.86 -1.01
H 5.85 -2.10 -0.40
H 4.87 -2.25 1.06
H 5.19 -0.65 0.36
H 3.79 -0.33 2.06
H 2.34 -1.34 2.04
H 2.68 1.57 2.73
H 1.62 0.39 3.49
H -1.22 1.68 1.92
H -0.50 0.96 3.35
H -1.20 -0.16 0.61
H -2.06 -0.50 2.07
H -2.54 -4.35 2.43
H -3.70 -3.40 3.35
H -2.48 -4.35 4.20
H -1.13 -0.89 4.29
H -1.76 -2.18 5.31
H -2.88 -1.17 4.38
H -0.27 -5.66 3.24
H -0.31 -4.24 4.30
H 1.22 -4.79 3.63
H 0.69 -3.27 0.39
H 0.74 -5.01 0.77
H 1.93 -3.91 1.48
H 1.91 3.17 1.59
H 0.72 3.19 2.90
H 0.20 4.58 0.79
H -1.09 3.57 1.43
H -1.63 4.04 -4.32
H -2.78 3.81 -2.99
H -2.30 2.43 -3.97
H 0.86 2.59 -3.74
H -0.41 1.33 -3.68
H 0.62 1.61 -2.31
H -2.90 3.38 0.22
H -3.76 4.64 -0.66
H -2.77 5.07 0.75
H -0.81 5.71 -2.52
H -1.48 6.64 -1.18
H -2.57 5.92 -2.38
H 3.76 -0.07 -2.97
H 2.22 0.26 -3.76
H 2.77 -1.41 -3.59
H 0.83 -2.24 -1.84
H 0.17 -0.83 -2.70
H 0.16 -0.88 -0.94
F 3.03 2.60 -2.40
C 2.79 2.64 -0.98
F 2.53 4.02 -0.77
C 4.24 2.54 -0.46
F 5.02 3.57 -0.77
F 4.84 1.42 -0.93
F 4.25 2.42 0.89
C -3.89 -1.91 -3.30
As -3.57 -1.29 -1.51
C -5.28 -1.32 -0.66
C -2.58 -2.71 -0.68
S -2.61 0.56 -1.42
H -4.43 -2.85 -3.28
H -2.92 -2.03 -3.79
H -4.46 -1.15 -3.82
H -5.77 -2.28 -0.84
H -5.87 -0.51 -1.07
H -5.13 -1.17 0.41
H -3.20 -3.60 -0.62
H -2.27 -2.39 0.31
H -1.70 -2.92 -1.29
*
```



- Look up the electronic energy of the second one.
  -116474.6971 eV